[1]
ORCA calculation (ωB97M-V/def2-TZVPD) on a single C2H6N2O molecule at a distorted geometry.

Computed properties:
Kohn-Sham gap ... 9.852 eV
SMILES ... NCC(N)=O
E_LUMO ... 0.855 eV
ΔE to the lowest compared entry with this formula, charge and spin ... 51.7 kJ/mol
Net charge ... 0

```
11
Properties=species:S:1:pos:R:3:lowdin_charge:R:1
O 0.538 1.575 1.424 0.0509
N -0.416 -1.459 -0.289 0.0022
N -0.090 1.355 -0.720 0.1488
C 0.379 -0.654 0.614 -0.1899
C 0.232 0.859 0.504 -0.5574
H -0.178 2.355 -0.851 0.1088
H -0.650 0.851 -1.380 0.0801
H 0.224 -0.935 1.647 0.1155
H 1.423 -0.874 0.385 0.1243
H -1.376 -1.647 -0.115 0.0641
H -0.086 -1.425 -1.219 0.0527
```

---

[2]
ORCA calculation (ωB97M-V/def2-TZVPD) on a single C2H6N2O molecule at a distorted geometry.

Computed properties:
Kohn-Sham gap ... 10.593 eV
SMILES ... CNNC=O
E_LUMO ... 0.885 eV
ΔE to the lowest compared entry with this formula, charge and spin ... 243.6 kJ/mol
Net charge ... 0

```
11
Properties=species:S:1:pos:R:3:lowdin_charge:R:1
O -3.046 0.071 -0.216 -0.0135
N 0.386 -0.099 0.456 -0.1914
N -0.763 0.418 0.088 -0.0740
C -1.891 -0.330 -0.002 -0.3226
C 1.623 -0.048 -0.403 -0.0830
H 1.249 -0.348 -1.371 0.0580
H -0.922 1.495 0.232 0.2025
H -1.701 -1.348 0.153 0.1079
H 2.276 -0.844 0.178 0.1159
H 0.682 0.081 1.438 0.1303
H 2.106 0.953 -0.552 0.0700
```

---

[3]
ORCA calculation (ωB97M-V/def2-TZVPD) on 2 unconnected molecules or ions with the total composition C2H6N2O at a distorted geometry.

Computed properties:
Kohn-Sham gap (spin up / spin down) ... 9.628 / 6.431 eV
E_LUMO (spin up / spin down) ... 0.461 / -0.815 eV
ΔE to the lowest compared entry with this formula, charge and spin ... 607.5 kJ/mol
Net charge ... 0

```
11
Properties=species:S:1:pos:R:3:lowdin_charge:R:1
O 2.056 -0.694 0.152 -0.0568
N -0.289 -1.224 0.064 -0.0361
N -0.929 -0.389 -0.735 -0.0886
C -1.545 0.667 0.000 -0.1991
C 2.148 0.288 -0.546 0.0114
H -0.256 -1.172 1.046 0.0754
H 3.161 0.711 -0.544 0.0557
H 0.651 -1.431 -0.299 0.0427
H -1.334 1.672 -0.433 0.0757
H -2.605 0.702 0.373 0.0835
H -1.057 0.871 0.922 0.0362
```

---

[4]
ORCA calculation (ωB97M-V/def2-TZVPD) on 2 unconnected molecules or ions with the total composition C2H6N2O at a distorted geometry.

Computed properties:
Kohn-Sham gap ... 10.611 eV
SMILES ... [H]/N=C/N.C=O
E_LUMO ... 0.939 eV
ΔE to the lowest compared entry with this formula, charge and spin ... 171.3 kJ/mol
Net charge ... 0

```
11
Properties=species:S:1:pos:R:3:lowdin_charge:R:1
O -1.180 -1.883 0.236 -0.0377
N 0.494 0.454 -1.501 0.0756
N 0.654 1.207 0.683 0.0607
C 1.003 1.296 -0.534 -0.3708
C -1.141 -1.099 1.150 -0.1745
H 1.574 2.139 -0.923 0.1120
H 0.270 -0.482 -1.183 0.0677
H 0.977 2.005 1.218 0.0399
H 1.113 0.395 -2.304 0.0846
H -1.554 -0.089 1.037 0.0629
H -0.679 -1.357 2.118 0.0796
```

---

[5]
ORCA calculation (ωB97M-V/def2-TZVPD) on a single C2H6N2O molecule at a distorted geometry.

Computed properties:
Kohn-Sham gap ... 10.216 eV
SMILES ... [H]/N=C/CON
E_LUMO ... 1.120 eV
ΔE to the lowest compared entry with this formula, charge and spin ... 390.3 kJ/mol
Net charge ... 0

```
11
Properties=species:S:1:pos:R:3:lowdin_charge:R:1
O 0.903 -0.358 -0.850 -0.2076
N 1.765 0.730 -1.310 0.0526
N -1.850 -0.235 1.305 0.0812
C -1.062 -0.849 0.553 -0.1709
C 0.245 0.044 0.320 -0.2197
H -1.149 -1.845 0.133 0.1098
H -0.014 1.066 0.264 0.0804
H 1.781 0.730 -2.263 0.0288
H 1.198 1.574 -1.076 0.0812
H -2.637 -0.729 1.649 0.0336
H 0.821 -0.129 1.275 0.1306
```

---

[6]
ORCA calculation (ωB97M-V/def2-TZVPD) on a single C2H6N2O molecule at a distorted geometry.

Computed properties:
Kohn-Sham gap ... 10.226 eV
SMILES ... CNC(N)=O
E_LUMO ... 0.762 eV
ΔE to the lowest compared entry with this formula, charge and spin ... 178.1 kJ/mol
Net charge ... 0

```
11
Properties=species:S:1:pos:R:3:lowdin_charge:R:1
O -0.333 0.291 1.790 0.0351
N 0.026 -0.212 -0.485 -0.0983
N -0.341 1.948 0.295 0.1355
C 0.202 -1.679 -0.335 -0.1636
C -0.189 0.637 0.635 -0.6467
H -0.406 2.638 1.047 0.1166
H 0.667 0.177 -1.317 0.1733
H -0.090 -2.145 -1.548 0.1368
H -0.625 -2.007 0.598 0.1424
H 1.353 -1.963 -0.062 0.0934
H -0.264 2.316 -0.618 0.0756
```

---

[7]
ORCA calculation (ωB97M-V/def2-TZVPD) on 2 unconnected molecules or ions with the total composition C2H6N2O at a distorted geometry.

Computed properties:
Kohn-Sham gap ... 10.689 eV
SMILES ... NC=O.C=N
E_LUMO ... 1.126 eV
ΔE to the lowest compared entry with this formula, charge and spin ... 146.2 kJ/mol
Net charge ... 0

```
11
Properties=species:S:1:pos:R:3:lowdin_charge:R:1
O -1.572 1.047 -0.281 -0.0156
N 1.911 -0.425 -0.187 0.0161
N -1.091 -1.104 0.295 0.1065
C 2.513 0.659 0.043 -0.1071
C -1.929 -0.059 0.087 -0.4288
H -0.099 -0.872 0.256 0.0408
H 3.334 1.114 -0.501 0.0649
H 2.289 -0.957 -0.964 0.0497
H -1.344 -1.736 1.040 0.0893
H 2.043 1.286 0.803 0.0662
H -3.013 -0.222 0.020 0.1181
```

---

[8]
ORCA calculation (ωB97M-V/def2-TZVPD) on a single C2H6N2O molecule at a distorted geometry.

Computed properties:
Kohn-Sham gap ... 9.863 eV
SMILES ... [H]/N=C(\C)NO
E_LUMO ... 0.784 eV
ΔE to the lowest compared entry with this formula, charge and spin ... 292.0 kJ/mol
Net charge ... 0

```
11
Properties=species:S:1:pos:R:3:lowdin_charge:R:1
O 1.352 1.214 0.170 -0.0770
N 0.693 -1.205 0.385 0.1210
N 0.154 0.868 -0.477 -0.0305
C -1.705 -0.534 -0.100 -0.0624
C -0.210 -0.398 -0.047 -0.5065
H -2.292 0.058 0.685 0.0975
H -2.102 -1.655 -0.199 0.1146
H -2.199 -0.126 -1.056 0.0917
H 0.169 -2.047 0.527 0.0441
H 1.678 0.367 0.577 0.0734
H -0.502 1.635 -0.365 0.1340
```

---

[9]
ORCA calculation (ωB97M-V/def2-TZVPD) on 2 unconnected molecules or ions with the total composition C2H6N2O at a distorted geometry.

Computed properties:
<S²> ... 2.007
Kohn-Sham gap (spin up / spin down) ... 8.134 / 7.246 eV
Spin multiplicity ... 3
E_LUMO (spin up / spin down) ... 0.806 / -1.707 eV
ΔE to the lowest compared entry with this formula, charge and spin ... 78.4 kJ/mol
Net charge ... 0

```
11
Properties=species:S:1:pos:R:3:mulliken_spin:R:1
O -0.238 0.368 -1.647 0.0013
N 2.211 -0.584 0.165 0.9176
N 1.581 0.112 0.890 0.7941
C -1.423 0.220 -0.996 -0.0068
C -1.661 0.293 0.255 0.0196
H 3.010 -1.203 0.459 0.1102
H -0.985 0.347 1.143 -0.0065
H 0.455 0.266 -1.018 0.0065
H 1.711 -0.073 1.993 0.1626
H -2.033 0.037 -1.888 0.0003
H -2.629 0.215 0.644 0.0012
```

---

[10]
ORCA calculation (ωB97M-V/def2-TZVPD) on 2 unconnected molecules or ions with the total composition C2H6N2O2 at a distorted geometry.

Computed properties:
Kohn-Sham gap ... 5.137 eV
E_LUMO ... 7.529 eV
ΔE to the lowest compared entry with this formula, charge and spin ... 109.7 kJ/mol
Net charge ... -2

```
12
Properties=species:S:1:pos:R:3:lowdin_charge:R:1
O -0.049 0.351 -2.177 -0.6666
O -1.179 -0.601 1.286 -0.2820
N 0.616 0.147 0.092 -0.0971
N -0.484 0.389 0.754 -0.4470
C 1.148 -1.150 -0.019 -0.2407
C -0.909 1.617 1.055 -0.1924
H 2.175 -1.093 0.420 0.0382
H 0.435 -1.907 0.422 0.0505
H -0.552 2.442 0.342 0.0146
H 1.325 -1.519 -1.066 0.0430
H -0.583 -0.479 -2.378 -0.1756
H -1.942 1.804 1.269 -0.0448
```

---

[11]
ORCA calculation (ωB97M-V/def2-TZVPD) on a molecular structure, C2H6N2O2 at a distorted geometry.

Computed properties:
Kohn-Sham gap ... 9.965 eV
E_LUMO ... 0.313 eV
ΔE to the lowest compared entry with this formula, charge and spin ... 507.0 kJ/mol
Net charge ... 0

```
12
Properties=species:S:1:pos:R:3:lowdin_charge:R:1
O -1.720 1.202 -0.017 -0.0819
O -1.654 -1.527 -0.403 0.1477
N -0.252 0.277 0.215 -0.0037
N 0.925 -1.521 0.184 0.0424
C -0.721 -0.828 -0.234 -0.4578
C 0.797 1.248 -0.064 -0.0338
H -2.282 0.800 0.668 0.0568
H 0.642 -2.318 0.753 0.0320
H 0.750 1.975 0.743 0.0934
H 1.759 0.741 -0.077 0.0832
H 1.164 -1.806 -0.765 0.0280
H 0.593 1.757 -1.004 0.0938
```

---

[12]
ORCA calculation (ωB97M-V/def2-TZVPD) on a molecular structure, C2H6N2O2S at a distorted geometry.

Computed properties:
<S²> ... 2.007
Kohn-Sham gap (spin up / spin down) ... 7.256 / 8.144 eV
Spin multiplicity ... 3
E_LUMO (spin up / spin down) ... 0.728 / -1.747 eV
ΔE to the lowest compared entry with this formula, charge and spin ... 237.9 kJ/mol
Net charge ... 0

```
13
Properties=species:S:1:pos:R:3:mulliken_spin:R:1
S -2.617 0.295 0.434 0.6834
O -2.833 -1.140 0.672 0.3217
O -3.152 0.791 -1.114 0.0249
N 1.599 0.922 0.834 0.0290
N -0.046 0.585 -1.415 0.2927
C 0.513 -0.075 0.912 0.0615
C -0.332 0.137 -0.275 0.5724
H 2.130 0.711 -0.079 0.0032
H 2.298 0.857 1.549 0.0032
H -0.683 0.794 -2.201 0.0095
H -2.951 0.054 -1.574 0.0015
H 0.826 -1.166 0.987 -0.0091
H -0.084 0.322 1.808 0.0060
```